Below is a single C6H14N2O molecule in a non-equilibrium geometry, with properties calculated with ωB97M-V/def2-TZVPD.

The geometry in XYZ format:
```
23
Properties=species:S:1:pos:R:3:forces:R:3:lowdin_charge:R:1
C -0.539 -3.065 -1.441 3.01 -0.62 3.99 -0.09
N -0.632 -2.119 -0.287 0.37 1.51 -1.00 -0.14
N -0.962 -0.713 -0.516 -0.41 -1.06 1.04 0.00
C -0.245 0.096 0.497 -0.90 1.52 -0.70 -0.53
O -0.400 -0.373 1.822 0.26 -1.19 1.05 -0.03
C -0.926 1.543 0.542 0.48 -1.97 -1.89 -0.10
C 0.081 2.496 -0.044 0.66 1.85 1.49 -0.20
C 1.478 1.833 0.093 -0.14 0.34 -0.98 -0.18
C 1.218 0.347 0.197 1.99 -2.33 -1.47 -0.14
H 0.567 -3.137 -1.721 -1.17 -0.21 0.41 0.08
H -0.848 -4.087 -1.061 -0.08 1.24 -1.02 0.09
H -0.944 -2.637 -2.272 -2.01 0.60 -2.19 0.02
H -0.962 -2.318 0.630 -0.27 -1.21 0.16 0.08
H -1.987 -0.596 -0.303 1.23 -0.13 -0.33 0.12
H 0.451 -0.569 2.271 -0.83 0.11 -0.84 0.11
H -0.951 1.747 1.581 -1.13 0.13 0.87 0.10
H -1.874 1.450 -0.057 0.61 0.63 1.14 0.12
H 0.175 3.390 0.663 -0.58 -0.69 -1.33 0.12
H -0.218 2.851 -1.025 0.42 -0.06 -0.22 0.10
H 2.074 2.061 -0.827 -0.10 -0.04 1.12 0.12
H 1.953 2.187 1.014 0.16 0.16 -0.44 0.11
H 1.696 -0.187 -0.716 -1.63 0.73 1.01 0.14
H 1.795 -0.200 0.960 0.06 0.68 0.15 0.11
```
Forces are in eV/Å.

Charge: 0
HOMO-LUMO gap (Ha): 0.3393
ΔE to the lowest compared entry with this formula, charge and spin (eV): 3.4851
Largest force on an atom (eV Å⁻¹): 5.03
E_tot (eV): -11474.285
LUMO energy (eV): 0.9
SMILES string: CNNC1(O)CCCC1

Below is 2 unconnected molecules or ions with the total composition C6H14N2O in a non-equilibrium geometry, with properties calculated with ωB97M-V/def2-TZVPD.

The geometry in XYZ format:
```
23
Properties=species:S:1:pos:R:3:forces:R:3:lowdin_charge:R:1
C -1.189 -1.158 1.457 -0.06 0.51 -0.13 -0.04
C -0.526 -0.980 0.131 2.99 -1.64 0.01 -0.33
C -1.238 -1.582 -1.040 -0.11 0.53 -0.05 -0.04
C 0.848 -0.678 0.035 -1.74 -2.18 -0.10 -0.27
N 1.737 -0.632 1.142 0.22 0.48 0.58 0.01
H -2.251 -0.925 1.395 0.02 -0.01 0.00 0.09
H -1.078 -2.205 1.767 0.04 0.08 -0.09 0.10
H -0.737 -0.528 2.221 0.00 -0.03 0.00 0.08
H -2.275 -1.247 -1.077 0.01 0.00 -0.04 0.09
H -1.230 -2.673 -0.929 0.01 0.11 0.07 0.10
H -0.752 -1.339 -1.985 0.02 -0.01 0.03 0.08
H 1.337 -0.953 -0.897 -0.15 0.32 -0.16 0.11
H 1.548 0.166 1.741 0.15 -0.16 0.01 0.05
H 1.744 -1.481 1.696 -0.09 0.12 -0.01 0.07
C 0.600 1.581 -1.697 0.38 -0.74 0.06 -0.01
C 0.095 1.352 -0.285 -3.87 2.45 0.44 -0.58
N 0.714 2.144 0.659 0.13 -0.82 -0.42 0.15
O -1.171 1.123 -0.077 2.10 1.24 -0.46 -0.12
H 0.175 2.525 -2.055 -0.03 -0.10 0.23 0.09
H 0.257 0.783 -2.352 0.02 0.04 0.02 0.07
H 1.690 1.637 -1.733 -0.03 -0.02 -0.06 0.08
H 0.131 2.436 1.429 0.12 -0.06 -0.06 0.11
H 1.571 2.632 0.453 -0.11 -0.09 0.11 0.11
```
Forces are in eV/Å.

Charge: 0
HOMO-LUMO gap (Ha): 0.3033
ΔE to the lowest compared entry with this formula, charge and spin (eV): 3.1113
Largest force on an atom (eV Å⁻¹): 4.60
E_tot (eV): -11474.659
LUMO energy (eV): 0.7
SMILES string: CC(C)=CN.CC(N)=O

Below is a molecular structure, C6H14N2O in a non-equilibrium geometry, with properties calculated with ωB97M-V/def2-TZVPD.

The geometry in XYZ format:
```
23
Properties=species:S:1:pos:R:3:forces:R:3:lowdin_charge:R:1
C -1.808 -0.159 -0.031 -1.75 0.11 0.87 -0.18
C 0.244 -1.248 1.514 0.03 -0.12 -0.26 -0.07
C -2.940 -0.502 0.756 0.30 1.27 -0.71 -0.17
N -0.709 -1.597 0.453 -0.29 -0.70 -0.01 -0.20
O 0.034 -2.351 -0.548 -0.48 0.05 0.93 -0.06
H -0.555 -2.354 -1.315 -0.06 0.07 0.09 0.09
H -1.172 0.680 0.234 0.30 -0.28 0.19 0.06
H -1.877 -0.283 -1.110 0.15 -0.27 0.00 0.08
H -0.335 -0.834 2.339 -0.01 0.03 -0.04 0.09
H 0.788 -2.130 1.855 -0.07 0.00 0.00 0.09
H 0.934 -0.503 1.120 -0.01 -0.03 0.06 0.06
H -3.864 -0.730 0.239 0.09 -0.38 -0.01 0.01
H -3.083 0.026 1.691 0.08 -0.03 0.07 0.01
H -1.621 -2.052 0.896 1.70 0.23 -1.14 0.14
C 1.840 1.428 -1.433 0.10 -0.07 -0.52 -0.26
C 1.648 2.660 0.497 -0.02 -0.07 -0.21 -0.03
C 1.819 0.248 -2.047 0.09 0.20 0.11 0.04
N 1.555 1.532 -0.071 -0.06 0.06 0.54 -0.04
H 2.090 2.346 -1.972 -0.03 -0.04 0.03 0.10
H 1.429 2.733 1.557 -0.01 0.01 0.06 0.07
H 1.934 3.582 -0.023 0.01 -0.09 -0.05 0.08
H 1.588 -0.658 -1.504 -0.06 0.01 0.06 0.04
H 2.060 0.164 -3.096 -0.01 0.06 -0.05 0.05
```
Forces are in eV/Å.

Charge: 0
HOMO-LUMO gap (Ha): 0.2733
ΔE to the lowest compared entry with this formula, charge and spin (eV): 7.0655
Largest force on an atom (eV Å⁻¹): 2.06
E_tot (eV): -11470.705
LUMO energy (eV): 0.5

Below is a single C6H14N2O molecule in a non-equilibrium geometry, with properties calculated with ωB97M-V/def2-TZVPD.

The geometry in XYZ format:
```
23
Properties=species:S:1:pos:R:3:forces:R:3:lowdin_charge:R:1
C 2.411 -0.703 0.106 0.10 -0.07 -0.15 -0.13
C 1.410 -0.487 -1.014 -0.78 2.15 0.52 -0.19
C 0.400 0.874 -0.675 2.79 -0.93 -1.11 -0.09
C -0.912 0.757 0.038 -0.13 -3.15 -1.10 -0.53
C -0.886 0.962 1.543 -0.05 0.06 -0.31 -0.04
N -1.919 1.591 -0.567 -0.02 0.30 0.05 0.08
C -1.134 -0.802 -0.417 -3.04 1.64 2.03 -0.51
N -0.951 -1.725 0.577 0.32 -0.38 -0.56 0.17
O -1.755 -1.033 -1.434 0.86 -0.35 -0.18 0.05
H 1.947 -1.131 0.995 0.00 -0.01 0.08 0.05
H 2.885 0.237 0.391 -0.01 0.01 0.04 0.07
H 3.205 -1.379 -0.212 0.00 -0.08 0.07 0.07
H 1.923 -0.166 -1.922 0.15 0.16 0.13 0.09
H 0.955 -1.429 -1.317 -0.54 0.22 0.26 0.09
H 0.258 1.263 -1.682 -0.25 0.27 0.13 0.11
H 1.055 1.545 -0.124 0.26 0.23 -0.19 0.10
H -1.776 0.534 2.004 0.03 -0.01 0.06 0.09
H 0.001 0.527 1.994 0.09 -0.07 0.11 0.07
H -0.880 2.033 1.737 0.09 0.03 0.05 0.09
H -2.812 1.446 -0.105 0.04 0.02 -0.04 0.09
H -2.047 1.329 -1.539 0.02 -0.07 0.10 0.08
H -0.293 -1.554 1.318 -0.04 0.05 -0.02 0.08
H -1.087 -2.688 0.304 0.09 -0.02 0.05 0.11
```
Forces are in eV/Å.

Charge: 0
HOMO-LUMO gap (Ha): 0.3565
ΔE to the lowest compared entry with this formula, charge and spin (eV): 1.2648
Largest force on an atom (eV Å⁻¹): 4.01
E_tot (eV): -11476.505
LUMO energy (eV): 0.9
SMILES string: CCC[C@@](C)(N)C(N)=O

Below is a molecular structure, C6H14N2O, with properties calculated with ωB97M-V/def2-TZVPD.

The geometry in XYZ format:
```
23
Properties=species:S:1:pos:R:3:forces:R:3:lowdin_charge:R:1
C 0.254 0.502 0.070 -0.09 -0.02 0.00 -0.57
C -0.959 1.163 0.794 0.14 -0.08 -0.12 -0.24
C -0.540 -1.745 -0.817 0.05 0.10 0.02 -0.13
C 1.522 0.989 0.794 -0.16 -0.07 -0.07 -0.06
C 0.317 0.960 -1.395 -0.01 -0.05 0.17 -0.05
N 0.196 -0.973 0.165 0.26 -0.16 0.38 -0.15
N -2.310 0.815 0.382 0.09 0.00 -0.01 0.01
C 1.469 -2.020 1.061 0.07 -0.60 -0.47 -0.10
O 1.854 -2.977 0.525 -0.15 0.62 0.19 0.10
H -2.477 1.012 -0.597 0.03 -0.02 0.03 0.06
H -2.508 -0.162 0.549 0.03 0.03 -0.01 0.06
H 0.550 -1.417 1.515 -0.23 0.37 -0.14 0.13
H -0.850 2.249 0.707 0.02 -0.02 -0.01 0.11
H -0.873 0.925 1.859 0.02 -0.01 -0.01 0.11
H -1.586 -1.443 -0.913 0.03 -0.02 0.00 0.07
H -0.083 -1.685 -1.811 -0.01 0.01 0.03 0.08
H -0.516 -2.797 -0.522 0.00 0.03 0.00 0.08
H 2.417 0.583 0.320 -0.02 0.00 -0.01 0.09
H 1.528 0.692 1.844 -0.03 -0.01 -0.01 0.08
H 1.580 2.079 0.762 -0.03 -0.03 -0.01 0.08
H 0.451 2.043 -1.438 0.00 -0.02 0.02 0.09
H 1.157 0.492 -1.911 0.00 0.00 0.02 0.09
H -0.594 0.714 -1.944 0.00 -0.02 0.02 0.07
```
Forces are in eV/Å.

Charge: 0
HOMO-LUMO gap (Ha): 0.3368
ΔE to the lowest compared entry with this formula, charge and spin (eV): 4.5542
Largest force on an atom (eV Å⁻¹): 0.77
E_tot (eV): -11473.216
LUMO energy (eV): 0.6

no.,highest occupied orbital energy (eV)
1,-8.31
2,-7.56
3,-6.91
4,-8.83
5,-8.52